1.
Below is a cluster of 3 separate species, C17H43N2P in total in a non-equilibrium geometry, with properties calculated with the ωB97M-V functional and the def2-TZVPD basis.

```
63
Properties=species:S:1:pos:R:3:nbo_charge:R:1
C -1.48 5.98 1.68 -0.62
C -2.41 4.80 1.96 -0.21
N -2.42 3.83 0.88 -0.45
C -3.50 2.87 0.98 -0.20
C -3.49 1.89 2.16 -0.64
C -1.12 3.30 0.50 -0.22
C -0.28 2.61 1.59 -0.64
H -1.72 6.44 0.72 0.21
H -1.60 6.73 2.47 0.21
H -0.43 5.69 1.67 0.20
H -3.43 5.17 2.06 0.19
H -2.14 4.37 2.93 0.16
H -3.51 2.30 0.05 0.19
H -4.43 3.43 1.00 0.19
H -2.72 1.13 2.06 0.20
H -4.45 1.38 2.22 0.21
H -3.33 2.40 3.11 0.21
H -0.53 4.10 0.07 0.19
H -1.29 2.59 -0.31 0.19
H -0.24 3.21 2.51 0.20
H 0.74 2.48 1.24 0.21
H -0.67 1.63 1.84 0.21
C 5.90 -2.50 -3.05 -0.62
C 4.62 -1.80 -2.63 -0.21
N 4.46 -1.72 -1.19 -0.45
C 3.13 -1.33 -0.77 -0.20
C 2.62 0.07 -1.14 -0.64
C 5.56 -1.09 -0.47 -0.21
C 5.95 0.34 -0.86 -0.64
H 5.98 -3.48 -2.58 0.21
H 5.91 -2.63 -4.13 0.21
H 6.79 -1.92 -2.79 0.20
H 3.77 -2.36 -3.01 0.19
H 4.58 -0.81 -3.12 0.16
H 3.07 -1.46 0.32 0.19
H 2.44 -2.07 -1.19 0.19
H 3.10 0.84 -0.54 0.20
H 1.55 0.12 -0.95 0.21
H 2.79 0.29 -2.19 0.20
H 6.44 -1.73 -0.58 0.19
H 5.31 -1.13 0.59 0.20
H 6.02 0.45 -1.94 0.20
H 6.93 0.58 -0.44 0.21
H 5.25 1.08 -0.49 0.20
C -3.45 -2.71 -1.49 -0.61
C -3.89 -3.23 -0.11 -0.22
C -4.60 -4.59 -0.21 -0.60
C -2.75 -3.30 0.90 -0.38
C -2.10 -1.97 1.30 -0.69
P -0.78 -1.18 0.29 0.27
H -3.66 -1.65 -1.61 0.21
H -2.38 -2.85 -1.64 0.21
H -3.97 -3.23 -2.29 0.21
H -4.60 -2.50 0.31 0.19
H -5.66 -4.51 -0.01 0.21
H -4.47 -5.03 -1.20 0.21
H -4.19 -5.30 0.51 0.21
H -3.17 -3.73 1.82 0.20
H -1.99 -4.00 0.56 0.20
H -2.87 -1.21 1.44 0.23
H -1.62 -2.09 2.27 0.23
H -0.11 -2.29 -0.26 -0.02
H -1.45 -0.71 -0.85 -0.03
```

Summary:
* calculated total energy: -1124.31807 a.u.
* structure (SMILES): CCN(CC)CC.CCN(CC)CC.CC(C)CCP
* frontier orbital gap: 8.9416 eV
* multiplicity: 1
* energy above the lowest of the compared OMol25 structures with the same formula, charge and spin: 0.0 kcal/mol

=====

2.
Below is a cluster of 8 separate species, C30H48O22S in total in a non-equilibrium geometry, with properties calculated with the ωB97M-V functional and the def2-TZVPD basis.

```
101
Properties=species:S:1:pos:R:3:lowdin_charge:R:1
C -1.45 -6.80 -3.39 -0.01
C -0.95 -5.36 -3.48 -0.30
C -0.73 -4.62 -2.15 -0.07
O 0.63 -4.18 -2.25 0.07
C 1.20 -4.61 -3.37 -0.58
O 2.31 -4.33 -3.72 0.15
O 0.36 -5.43 -4.03 0.09
H -0.86 -7.36 -2.67 0.09
H -1.41 -7.28 -4.37 0.09
H -2.49 -6.76 -3.09 0.08
H -1.68 -4.80 -4.07 0.14
H -0.85 -5.35 -1.34 0.13
H -1.39 -3.77 -2.01 0.10
C -5.48 -5.57 -0.27 -0.01
C -5.39 -4.52 -1.38 -0.29
C -4.09 -3.71 -1.46 -0.08
O -3.71 -3.82 -2.83 0.05
C -4.53 -4.66 -3.48 -0.59
O -4.46 -4.95 -4.64 0.16
O -5.40 -5.23 -2.63 0.08
H -4.56 -6.15 -0.21 0.09
H -6.41 -6.10 -0.37 0.09
H -5.47 -5.00 0.67 0.09
H -6.26 -3.86 -1.39 0.15
H -3.30 -4.13 -0.84 0.13
H -4.26 -2.67 -1.21 0.11
C 0.32 1.41 1.28 -0.01
C 0.18 1.06 -0.20 -0.28
C 1.10 -0.06 -0.64 -0.06
O 0.27 -0.86 -1.49 0.09
C -1.01 -0.59 -1.21 -0.56
O -1.96 -1.19 -1.63 0.15
O -1.10 0.45 -0.38 0.08
H 0.42 0.56 1.96 0.09
H -0.55 1.97 1.62 0.07
H 1.21 2.00 1.50 0.07
H 0.28 2.00 -0.75 0.15
H 1.38 -0.72 0.18 0.12
H 1.99 0.29 -1.16 0.12
C 7.02 3.60 -1.36 -0.02
C 6.10 2.76 -0.50 -0.31
C 4.64 3.19 -0.43 -0.09
O 3.92 2.07 -0.96 0.05
C 4.80 1.06 -1.24 -0.56
O 4.49 0.05 -1.77 0.16
O 6.07 1.44 -1.02 0.11
H 6.61 3.91 -2.33 0.09
H 8.03 3.22 -1.50 0.09
H 7.18 4.57 -0.86 0.09
H 6.45 2.73 0.53 0.15
H 4.43 4.08 -1.03 0.13
H 4.33 3.38 0.59 0.10
C 0.37 5.86 -0.19 -0.01
C -0.87 5.45 0.56 -0.31
C -2.20 6.13 0.21 -0.07
O -3.13 5.05 0.07 0.09
C -2.50 3.88 0.15 -0.55
O -2.98 2.80 0.05 0.17
O -1.18 4.08 0.29 0.06
H 0.74 6.75 0.32 0.09
H 0.17 6.18 -1.22 0.09
H 1.11 5.06 -0.18 0.08
H -0.77 5.52 1.65 0.15
H -2.09 6.70 -0.72 0.13
H -2.61 6.80 0.97 0.14
C 2.21 4.62 3.33 -0.02
C 3.41 3.75 3.57 -0.31
C 3.48 3.00 4.89 -0.10
O 3.44 1.63 4.52 0.08
C 3.69 1.55 3.18 -0.56
O 4.04 0.54 2.65 0.17
O 3.44 2.70 2.58 0.05
H 1.30 4.03 3.16 0.09
H 2.38 5.19 2.41 0.08
H 1.99 5.32 4.13 0.09
H 4.31 4.37 3.48 0.15
H 2.69 3.33 5.57 0.14
H 4.41 3.20 5.42 0.14
C -5.17 0.82 2.75 -0.02
C -5.35 0.88 1.23 -0.32
C -4.38 -0.05 0.47 -0.09
O -5.26 -0.62 -0.48 0.06
C -6.54 -0.44 -0.17 -0.55
O -7.44 -1.03 -0.68 0.16
O -6.65 0.46 0.86 0.09
H -5.74 1.57 3.31 0.08
H -4.13 1.02 3.03 0.08
H -5.32 -0.20 3.10 0.09
H -5.16 1.88 0.83 0.14
H -3.91 -0.85 1.05 0.14
H -3.56 0.54 0.09 0.10
C 3.13 -2.69 1.82 -0.27
S 4.47 -2.10 0.79 0.79
O 5.71 -2.71 1.39 -0.56
C 4.02 -3.11 -0.66 -0.24
H 2.20 -2.31 1.41 0.03
H 3.28 -2.32 2.83 0.05
H 3.14 -3.78 1.72 0.05
H 3.00 -2.82 -0.94 0.04
H 4.11 -4.14 -0.34 0.06
H 4.67 -2.83 -1.48 0.05
```

Summary:
* calculated total energy: -3225.47044 a.u.
* frontier orbital gap: 7.8003 eV
* multiplicity: 1
* energy above the lowest of the compared OMol25 structures with the same formula, charge and spin: 19.6 kcal/mol

=====

3.
Below is the molecule C2H4O2S in a non-equilibrium geometry, with properties calculated with the ωB97M-V functional and the def2-TZVPD basis.

```
9
Properties=species:S:1:pos:R:3:nbo_charge:R:1
C 0.20 0.13 0.07 -0.03
C -1.17 0.59 -0.06 -0.69
O 2.65 -0.18 0.03 -0.93
O 0.20 -1.53 0.61 -0.72
S 1.64 0.80 -0.24 1.15
H -1.64 -0.17 -0.82 0.25
H -1.14 1.59 -0.48 0.24
H -1.76 0.50 0.82 0.25
H 1.01 -1.73 0.06 0.48
```

Summary:
* calculated total energy: -627.16489 a.u.
* frontier orbital gap: 9.4792 eV
* multiplicity: 1
* energy above the lowest of the compared OMol25 structures with the same formula, charge and spin: 74.8 kcal/mol

=====

4.
Below is a structure of composition C4HCl2CuF12NO6PS2 in a non-equilibrium geometry, with properties calculated with the ωB97M-V functional and the def2-TZVPD basis.

```
30
Properties=species:S:1:pos:R:3:lowdin_spin:R:1
Cu -0.30 -0.17 -0.11 0.79
F -4.50 -3.01 -1.04 0.00
C -3.26 -2.90 -0.58 0.00
F -2.96 -3.99 0.13 0.00
F -2.42 -2.82 -1.62 0.00
S -3.09 -1.39 0.48 0.00
O -1.67 -1.39 0.79 0.02
O -3.98 -1.60 1.57 0.00
N -3.54 -0.19 -0.40 0.00
S -2.94 0.30 -1.76 0.00
O -1.48 0.34 -1.79 0.01
O -3.57 -0.24 -2.92 0.00
C -3.47 2.07 -1.66 0.00
F -4.73 2.17 -1.24 0.00
F -3.40 2.60 -2.89 0.00
F -2.68 2.76 -0.85 0.00
F -0.82 1.40 0.81 0.03
P -0.73 1.93 2.51 0.00
F 0.50 0.90 2.64 0.00
F -1.97 2.88 2.17 0.00
F -1.74 0.74 2.85 0.00
F -0.63 2.40 4.02 0.00
F 0.28 3.06 1.99 0.00
Cl 2.60 -1.92 -3.42 0.00
C 2.97 -1.60 -1.71 0.00
Cl 3.34 -3.10 -0.85 0.00
C 1.80 -0.86 -1.06 0.01
O 1.94 0.31 -0.72 0.04
O 0.71 -1.49 -0.89 0.08
H 3.85 -0.98 -1.68 0.00
```

Summary:
* calculated total energy: -5556.56580 a.u.
* frontier orbital gap (alpha / beta): 10.8874 / 9.2157 eV
* multiplicity: 2
* <S²>: 0.752
* energy above the lowest of the compared OMol25 structures with the same formula, charge and spin: 0.0 kcal/mol
* charge: -1